Entry 1:
Here is a cluster of 2 separate species, C2H4NO2 in total from the Open Molecules 2025 dataset. Energies are from wB97M-V/def2-TZVPD.

Each line ends with the Mulliken charge.
Atoms and positions in Å:
O1 -1.21 0.76 -0.16  -0.42
O2 2.02 -2.30 0.67  -0.42
N1 0.83 -2.13 0.91  -0.05
C1 0.17 0.62 -0.46  -0.16
C2 -0.67 -0.51 -0.68  -0.37
H1 -1.04 -0.59 -1.71  0.02
H2 0.83 0.70 0.54  0.10
H3 0.49 1.19 -1.38  0.18
H4 0.74 -1.41 1.76  0.11

Values from the calculation:
Total energy: -7717.8524 eV
ΔE to the lowest compared entry with this formula, charge and spin: 748.7 kJ/mol
Total charge: -1
Molecular weight: 74.1 g/mol
Highest occupied orbital energy (alpha / beta): -1.3 / -2.2 eV

=====

Entry 2:
Here is a structure of composition C46H58CsGeN4O3S2 from the Open Molecules 2025 dataset. Energies are from wB97M-V/def2-TZVPD.

Each line ends with the Mulliken spin population.
Atoms and positions in Å:
Cs1 -0.13 0.51 -0.41  0.01
Ge1 2.23 3.59 0.08  0.52
S1 -2.78 -3.00 -3.44  0.00
S2 3.25 -1.37 -4.58  0.00
O1 -3.52 0.23 -3.08  0.00
O2 -3.54 3.15 1.16  0.00
O3 -1.66 1.35 -2.52  0.00
N1 1.74 -1.24 -2.53  0.00
N2 -1.42 0.57 2.51  -0.01
N3 -2.97 1.14 0.14  0.00
N4 -0.94 -1.94 -2.03  0.00
C1 3.42 -0.44 2.81  0.01
C2 -0.68 -4.88 3.94  0.00
C3 -2.59 1.46 2.52  0.00
C4 -3.56 1.61 -1.11  0.00
C5 -2.87 1.01 -2.35  0.00
C6 -0.26 4.35 1.13  0.02
C7 1.84 3.62 -1.83  0.05
C8 -0.46 -4.78 0.39  0.00
C9 0.55 -2.87 2.93  0.00
C10 1.63 -5.73 1.39  0.00
C11 4.44 -1.01 3.82  0.01
C12 2.33 -1.46 2.55  -0.01
C13 4.12 3.57 0.50  0.18
C14 2.06 8.19 3.40  -0.01
C15 0.79 7.70 3.43  0.00
C16 -2.19 -2.30 -1.98  0.00
C17 2.72 6.47 1.85  0.05
C18 -0.91 6.08 2.65  0.03
C19 6.40 3.13 -0.23  -0.03
C20 5.93 3.48 2.10  -0.04
C21 3.98 -0.35 -2.05  0.01
C22 1.27 -1.76 3.42  0.00
C23 0.99 -1.81 -3.53  0.00
C24 1.18 -3.27 1.71  0.00
C25 0.43 6.56 2.66  -0.02
C26 6.84 3.23 1.08  0.05
C27 1.70 -4.22 -0.56  0.00
C28 2.94 -0.96 -2.92  0.00
C29 -3.07 -2.09 -0.80  0.00
C30 -3.06 1.98 1.14  0.00
C31 -1.26 5.00 1.89  -0.02
C32 0.99 -4.47 0.77  0.00
C33 -1.99 -3.00 2.89  0.00
C34 1.42 5.91 1.87  -0.03
C35 -0.84 -2.70 5.03  0.00
C36 3.04 7.57 2.59  0.01
C37 4.59 3.65 1.81  0.04
C38 -0.40 -2.19 -3.27  0.00
C39 2.26 -2.38 1.50  0.00
C40 5.05 3.30 -0.51  0.02
C41 2.85 0.86 3.39  -0.08
C42 1.05 4.75 1.12  0.17
C43 1.65 -1.95 -4.72  0.00
C44 4.16 -0.10 1.52  -0.04
C45 -1.24 -2.79 -4.16  0.00
C46 -0.71 -3.37 3.65  0.00
H1 3.94 -1.24 4.76  0.00
H2 4.95 -0.30 -2.55  0.00
H3 1.18 -5.99 2.34  0.00
H4 2.32 9.06 3.99  0.00
H5 -2.02 -1.93 2.71  0.00
H6 1.35 -3.30 -1.02  0.00
H7 6.27 3.54 3.13  0.00
H8 1.50 -5.05 -1.25  0.00
H9 1.27 -2.36 -5.64  0.00
H10 3.46 0.31 0.80  0.02
H11 -1.07 -5.10 1.24  0.00
H12 -1.64 6.59 3.26  0.00
H13 2.18 1.33 2.67  0.11
H14 5.25 -0.29 4.02  0.00
H15 -2.27 4.60 1.83  0.00
H16 -3.85 -1.38 -1.06  0.00
H17 -2.88 -3.29 3.46  0.00
H18 -3.43 0.89 2.93  0.00
H19 2.27 0.66 4.29  0.00
H20 2.34 2.79 -2.34  -0.02
H21 0.05 -2.88 5.64  0.00
H22 1.53 -6.59 0.71  0.00
H23 -2.46 2.35 3.15  0.00
H24 4.05 7.97 2.56  0.00
H25 7.10 2.92 -1.03  0.00
H26 2.95 -2.42 0.67  0.00
H27 -0.60 1.09 2.21  0.00
H28 3.47 6.00 1.23  -0.04
H29 4.87 -1.93 3.43  0.00
H30 2.79 -4.16 -0.44  0.00
H31 1.05 -1.22 4.33  0.00
H32 0.77 3.48 -1.97  -0.02
H33 3.69 0.66 -1.76  0.01
H34 7.89 3.09 1.31  0.00
H35 -0.93 -3.90 -0.04  0.00
H36 -1.71 -3.11 5.55  0.00
H37 -4.62 1.33 -1.16  0.00
H38 4.62 -0.99 1.09  0.00
H39 -1.05 -3.07 -5.18  0.00
H40 -3.51 2.70 -1.19  0.00
H41 4.71 3.22 -1.54  0.00
H42 4.07 -0.93 -1.13  0.00
H43 2.14 4.56 -2.30  0.04
H44 0.03 8.17 4.03  0.00
H45 -2.51 -1.67 0.03  0.00
H46 -3.53 -3.04 -0.49  0.00
H47 4.95 0.64 1.69  0.00
H48 -0.59 3.49 0.55  -0.04
H49 3.89 3.82 2.62  0.02
H50 3.64 1.57 3.64  0.00
H51 2.69 -5.54 1.57  0.00
H52 -0.97 -1.62 4.94  0.00
H53 -0.66 -5.48 3.04  0.00
H54 -0.49 -5.58 -0.35  0.00
H55 -1.57 -5.17 4.51  0.00
H56 -1.19 0.28 3.45  0.00
H57 -2.05 -3.49 1.92  0.00
H58 0.21 -5.13 4.53  0.00

Values from the calculation:
Total energy: -139482.3426 eV
Expectation value of S²: 0.76
Multiplicity: 2
ΔE to the lowest compared entry with this formula, charge and spin: 12.9 kJ/mol
Total charge: -2
Molecular weight: 984.6 g/mol
Highest occupied orbital energy (alpha / beta): -1.2 / -1.2 eV

=====

Entry 3:
Here is a structure of composition C39H45N5O3P2SSr from the Open Molecules 2025 dataset. Energies are from wB97M-V/def2-TZVPD.

Each line ends with the Mulliken charge.
Atoms and positions in Å:
Sr1 -1.05 1.12 -0.28  0.63
S1 -2.91 -1.17 0.90  -0.45
P1 0.65 0.32 2.31  2.39
P2 1.46 -0.75 -0.52  1.86
O1 0.47 1.68 1.74  -0.52
O2 -0.37 4.64 -1.47  -0.58
O3 0.77 0.05 -1.57  -0.40
N1 -3.72 1.82 0.02  0.29
N2 -2.25 0.36 -2.54  0.14
N3 -0.40 1.56 -4.71  -0.30
N4 0.92 3.03 -5.68  -0.06
N5 -1.56 -2.45 -1.01  0.22
C1 -0.63 -0.04 3.51  0.62
C2 -1.53 0.99 3.78  -0.54
C3 -0.30 2.68 -3.92  0.67
C4 -2.47 -4.98 -0.31  -0.28
C5 3.03 -0.01 -0.05  0.48
C6 1.83 -2.43 -1.05  0.59
C7 0.35 1.80 -5.75  -0.44
C8 4.65 -0.38 4.43  -0.61
C9 -1.85 -1.50 4.99  -0.77
C10 -0.77 3.81 -0.65  -0.02
C11 5.37 1.28 0.70  -0.53
C12 3.00 1.09 3.47  -0.61
C13 5.27 -0.10 0.83  -0.72
C14 3.14 1.38 -0.19  -0.68
C15 1.97 -3.53 -0.20  -0.04
C16 2.68 -1.30 3.41  -0.38
C17 -4.87 2.74 -1.96  -1.16
C18 -2.58 0.77 4.66  -0.74
C19 0.51 3.60 -4.50  -0.74
C20 0.49 -0.90 1.00  -0.11
C21 -2.74 -0.47 5.25  -0.53
C22 2.02 -2.58 -2.42  -1.00
C23 3.88 -1.48 4.07  -0.77
C24 4.31 2.02 0.19  -0.69
C25 -1.14 4.44 0.74  -1.24
C26 2.27 -4.78 -0.73  -0.82
C27 -2.86 -3.87 0.41  -0.85
C28 2.24 -0.01 3.11  0.98
C29 4.21 0.91 4.13  -0.74
C30 -4.39 3.00 -0.54  -0.75
C31 -3.76 2.33 -2.95  0.15
C32 -2.40 -2.60 0.02  0.50
C33 2.34 -3.83 -2.94  -0.57
C34 2.46 -4.93 -2.10  -0.56
C35 -3.53 0.82 -3.11  -1.07
C36 -0.79 -1.29 4.12  -0.29
C37 -1.21 -3.54 -1.71  -0.47
C38 4.10 -0.75 0.45  -0.46
C39 -1.64 -4.82 -1.41  -0.97
H1 -3.28 1.57 4.87  0.46
H2 -5.65 1.97 -1.94  0.36
H3 2.66 2.09 3.21  0.39
H4 4.23 -2.48 4.30  0.42
H5 -0.21 4.50 1.32  0.27
H6 -1.40 1.95 3.30  0.54
H7 -3.86 1.79 1.03  0.10
H8 -3.67 3.83 -0.55  0.20
H9 -1.84 3.82 1.30  0.07
H10 0.77 -1.87 1.42  -0.02
H11 -4.14 0.95 -0.30  0.11
H12 2.69 -5.90 -2.51  0.40
H13 -5.25 3.30 0.06  0.45
H14 -2.28 -0.62 -2.29  0.04
H15 0.51 1.13 -6.58  0.47
H16 -2.83 -5.96 -0.02  0.38
H17 -0.59 -1.06 0.82  -1.55
H18 1.83 -3.44 0.87  0.27
H19 -1.53 0.45 -3.25  0.15
H20 2.31 1.95 -0.60  0.54
H21 -2.83 2.80 -2.64  -0.16
H22 1.53 3.44 -6.36  0.17
H23 2.09 -2.17 3.13  0.08
H24 -4.34 0.27 -2.63  0.50
H25 4.39 3.09 0.08  0.48
H26 -1.54 5.45 0.61  0.41
H27 -3.57 -0.65 5.93  0.40
H28 -0.81 2.79 -2.98  -0.42
H29 4.81 1.76 4.40  0.46
H30 4.03 -1.82 0.55  0.40
H31 6.10 -0.67 1.23  0.45
H32 -1.98 -2.47 5.45  0.42
H33 2.48 -3.95 -4.01  0.42
H34 -4.00 2.76 -3.93  0.47
H35 -1.32 -5.66 -2.02  0.46
H36 -3.58 0.57 -4.18  0.33
H37 1.90 -1.73 -3.07  0.41
H38 -0.56 -3.37 -2.56  0.63
H39 -3.52 -3.95 1.26  0.48
H40 -5.35 3.65 -2.31  0.39
H41 6.28 1.78 1.00  0.42
H42 2.36 -5.63 -0.07  0.43
H43 -0.11 -2.10 3.90  0.24
H44 0.81 4.58 -4.18  0.56
H45 5.59 -0.52 4.94  0.42

Values from the calculation:
Total energy: -85019.3699 eV
ΔE to the lowest compared entry with this formula, charge and spin: 94.0 kJ/mol
Total charge: 0
Molecular weight: 813.5 g/mol
Highest occupied orbital energy: -5.3 eV

=====

Entry 4:
Here is a structure of composition C14H50BMgN8O14 from the Open Molecules 2025 dataset. Energies are from wB97M-V/def2-TZVPD.

Each line ends with the Mulliken charge.
Atoms and positions in Å:
Mg1 10.83 13.77 11.58  0.69
O1 9.93 14.45 9.98  -0.04
O2 7.19 12.06 13.08  -0.61
O3 5.51 7.93 14.25  -0.59
O4 8.61 5.89 16.38  -0.59
O5 7.85 6.48 13.40  -0.22
O6 12.11 12.40 10.99  -0.53
O7 11.35 15.76 12.28  -0.32
O8 9.05 13.40 12.05  -0.61
O9 10.69 7.62 16.66  -0.52
O10 11.50 13.65 13.65  0.10
O11 11.49 7.88 9.76  -0.69
O12 10.84 14.61 4.90  -0.52
O13 14.72 9.14 9.67  -0.78
O14 10.42 14.71 7.44  -0.57
N1 10.33 8.31 11.64  -0.13
N2 10.51 6.07 10.90  -0.37
N3 12.28 10.46 9.87  0.00
N4 5.27 10.83 13.35  -0.38
N5 15.95 8.52 7.72  -0.43
N6 7.38 10.18 14.24  -0.02
N7 13.97 7.77 7.93  -0.35
N8 14.07 11.40 11.07  -0.42
C1 8.16 14.24 11.39  -0.40
C2 10.81 7.42 10.72  0.52
C3 5.62 7.38 12.97  -0.46
C4 12.03 14.76 14.29  -0.41
C5 6.60 6.18 12.95  -0.55
C6 10.58 13.37 5.51  -0.49
C7 10.69 6.59 15.71  0.19
C8 6.69 11.05 13.49  0.08
C9 12.53 15.71 13.21  -0.54
C10 9.89 5.33 16.11  -0.49
C11 8.52 14.35 9.95  -0.77
C12 12.80 11.40 10.66  0.30
C13 14.85 8.60 8.51  0.66
C14 10.99 13.47 6.96  0.03
B1 10.26 12.35 16.86  0.29
H1 11.77 14.89 5.02  0.32
H2 7.80 6.43 14.38  0.12
H3 13.07 7.58 8.32  0.25
H4 14.39 12.38 11.16  0.28
H5 8.04 15.28 9.56  0.28
H6 9.83 4.70 15.28  0.27
H7 8.48 12.86 12.61  0.58
H8 12.77 16.71 13.61  0.39
H9 7.13 13.87 11.56  0.38
H10 11.79 6.33 15.59  0.34
H11 6.61 5.73 11.93  0.40
H12 10.31 4.74 16.91  0.38
H13 9.46 11.75 16.36  -0.21
H14 11.35 10.63 9.58  0.16
H15 11.16 16.67 11.93  0.27
H16 8.35 5.85 17.28  0.29
H17 9.52 13.16 5.29  0.33
H18 6.11 5.45 13.64  0.31
H19 4.75 11.30 12.60  0.29
H20 10.23 6.85 14.78  -0.18
H21 8.25 13.47 9.42  0.52
H22 13.41 15.43 12.58  0.25
H23 11.15 15.25 14.85  0.30
H24 10.79 9.17 11.79  0.17
H25 14.79 10.79 10.63  0.32
H26 4.83 9.97 13.67  0.22
H27 10.99 5.37 10.34  0.23
H28 11.33 11.94 17.28  -0.05
H29 11.70 12.79 13.99  0.09
H30 8.16 10.57 14.75  0.06
H31 9.99 5.80 11.72  0.15
H32 12.83 9.65 9.57  0.17
H33 12.78 14.47 15.06  0.40
H34 9.88 15.13 6.77  0.34
H35 11.09 12.50 5.02  0.31
H36 10.58 12.71 7.57  0.04
H37 9.84 13.25 17.46  -0.04
H38 16.85 8.67 8.15  0.27
H39 10.27 14.70 9.01  0.30
H40 4.64 7.04 12.62  0.39
H41 3.36 11.47 7.58  -0.68
H42 5.04 7.36 14.84  0.28
H43 15.93 7.72 7.11  0.20
H44 8.25 15.19 11.85  0.28
H45 5.92 8.21 12.30  0.30
H46 14.12 7.57 6.93  0.20
H47 9.90 7.77 12.42  0.03
H48 7.05 9.32 14.64  0.14
H49 12.08 13.51 7.14  0.17
H50 9.75 7.74 16.95  0.32

Values from the calculation:
Total energy: -62027.7220 eV
Total charge: +1
Molecular weight: 589.7 g/mol
Highest occupied orbital energy: -4.5 eV

=====

Entry 5:
Here is a structure of composition C33H44BrMoN3OS2Si from the Open Molecules 2025 dataset. Energies are from wB97M-V/def2-TZVPD.

Each line ends with the Mulliken charge.
Atoms and positions in Å:
Mo1 -0.11 0.06 -0.42  -0.47
Br1 -0.23 2.75 -0.61  -0.43
S1 -0.17 0.47 1.99  -0.43
S2 1.76 1.67 3.80  -0.16
Si1 -2.72 0.24 0.19  0.59
O1 0.41 0.23 -2.25  -0.33
N1 1.96 0.60 0.06  1.07
N2 0.00 -1.64 -0.30  0.90
N3 2.34 1.11 1.29  -1.04
C1 4.22 1.28 -0.46  -1.56
C2 0.69 -5.73 -0.23  -0.95
C3 3.89 4.82 4.21  -0.59
C4 -3.50 -2.55 0.03  -1.88
C5 1.42 1.09 2.18  0.54
C6 3.39 2.44 3.60  -0.74
C7 -5.02 0.39 -1.35  -2.10
C8 -0.07 -3.77 -1.42  0.48
C9 3.33 3.92 3.32  0.71
C10 2.71 4.41 2.17  0.22
C11 0.81 -3.58 0.86  0.70
C12 3.94 -0.31 -2.88  -0.95
C13 -3.13 1.68 1.32  -1.27
C14 -0.62 -3.15 -2.67  -0.64
C15 1.56 -0.04 -2.86  0.49
C16 2.92 0.63 -0.83  0.71
C17 3.90 -0.76 -4.18  -0.98
C18 -3.40 -1.38 1.01  2.98
C19 -3.26 1.98 -2.08  -1.90
C20 2.67 5.77 1.92  -0.86
C21 1.24 -2.74 2.03  -1.14
C22 -3.07 -0.42 -2.66  -1.58
C23 3.85 6.19 3.97  -0.58
C24 -3.50 0.56 -1.56  2.36
C25 1.52 -0.45 -4.20  -0.46
C26 0.23 -3.01 -0.29  0.68
C27 3.24 6.67 2.82  -0.40
C28 -2.49 -1.82 2.16  -2.43
C29 2.68 -0.81 -4.85  -0.53
C30 -4.78 -1.12 1.63  -1.90
C31 0.15 -5.14 -1.37  -1.06
C32 1.03 -4.95 0.86  -1.03
C33 2.79 0.08 -2.18  0.06
H1 0.56 -0.48 -4.69  0.50
H2 -2.93 -2.69 2.65  0.59
H3 -3.62 -0.18 -3.58  0.61
H4 -2.55 -2.77 -0.44  0.12
H5 -3.54 2.74 -1.35  0.32
H6 -0.03 -2.27 -2.96  -0.06
H7 4.78 0.65 0.24  0.31
H8 4.37 4.45 5.12  0.32
H9 -2.80 2.62 0.88  0.37
H10 -5.10 -2.03 2.16  0.54
H11 -4.75 -0.32 2.37  0.37
H12 3.89 1.90 2.79  0.15
H13 3.93 2.25 4.52  0.50
H14 -2.36 -1.04 2.91  0.42
H15 0.40 -2.30 2.54  0.24
H16 -5.54 0.70 -2.26  0.53
H17 -0.61 -3.86 -3.49  0.57
H18 1.88 -1.92 1.70  -0.02
H19 2.18 6.14 1.03  0.43
H20 2.24 3.73 1.47  0.27
H21 -3.30 -1.45 -2.41  0.26
H22 4.29 6.87 4.68  0.37
H23 4.02 2.21 0.06  0.22
H24 3.20 7.73 2.63  0.38
H25 4.82 1.48 -1.34  0.60
H26 -1.65 -2.81 -2.52  0.04
H27 -0.08 -5.75 -2.23  0.43
H28 -1.50 -2.11 1.80  0.25
H29 4.81 -1.06 -4.67  0.41
H30 1.47 -5.41 1.73  0.43
H31 0.86 -6.80 -0.21  0.41
H32 -3.81 -3.45 0.57  0.58
H33 -5.40 1.01 -0.53  0.35
H34 -4.24 -2.38 -0.75  0.33
H35 -2.22 2.14 -2.35  0.27
H36 -2.63 1.57 2.28  0.38
H37 -3.88 2.13 -2.97  0.52
H38 2.64 -1.14 -5.88  0.44
H39 4.90 -0.27 -2.37  0.47
H40 -5.55 -0.89 0.90  0.33
H41 -4.21 1.73 1.50  0.39
H42 -5.30 -0.64 -1.15  0.42
H43 -2.01 -0.34 -2.89  0.09
H44 1.80 -3.35 2.74  0.44

Values from the calculation:
Total energy: -142902.2076 eV
ΔE to the lowest compared entry with this formula, charge and spin: 29.7 kJ/mol
Total charge: 0
Molecular weight: 766.8 g/mol
Highest occupied orbital energy: -8.2 eV

=====

Entry 6:
Here is a cluster of 2 separate species, Cl2H2 in total from the Open Molecules 2025 dataset. Energies are from wB97M-V/def2-TZVPD.

Each line ends with the Mulliken charge.
Atoms and positions in Å:
Cl1 2.34 -0.23 -0.04  -0.23
Cl2 -1.20 -0.23 -0.07  -0.24
H1 -2.42 -0.01 0.25  0.25
H2 1.28 0.47 -0.14  0.23

Values from the calculation:
Total energy: -25077.5240 eV
ΔE to the lowest compared entry with this formula, charge and spin: 5.6 kJ/mol
Total charge: 0
Molecular weight: 72.9 g/mol
SMILES: Cl.Cl
Highest occupied orbital energy: -11.7 eV

=====

> What is the total charge in the first record?

-1

=====

> What is the formula in the third record?

C39H45N5O3P2SSr